No. 1
103
Properties=species:S:1:pos:R:3:mulliken_charge:R:1 method="wB97M-V/def2-TZVPD" gap_ha=0.2966 e_lumo_ev=-1.90 energy_ev=-79132.91058 max_force_ev_per_a=4.7 charge=+1 de_lowest_ev=0.0000
Cs -0.92111 -1.69638 0.59496 1.15
C 0.46627 -3.12453 5.73892 -0.84
C 1.37181 -4.14930 5.70076 -0.52
C 1.92432 -4.55617 4.46889 -1.00
C 1.42570 -3.89272 3.32686 0.42
N 0.58386 -2.88282 3.37737 0.14
C 0.11237 -2.51765 4.56870 -0.13
C 1.89405 -4.36494 1.94423 0.54
C 2.92153 -5.27651 1.74472 -0.57
C 3.16356 -5.70291 0.46028 -0.69
C 2.51733 -5.11526 -0.60781 -0.70
C 1.50657 -4.18064 -0.31517 -0.30
N 1.17482 -3.88358 0.94563 0.24
H 0.15989 -2.70875 6.67300 0.46
H 1.64493 -4.53555 6.67996 0.39
H 2.63809 -5.34170 4.45223 0.37
H -0.61271 -1.70313 4.54348 0.42
H 3.48143 -5.72554 2.57186 0.33
H 3.92139 -6.45889 0.32953 0.43
H 2.66094 -5.38897 -1.67174 0.40
H 0.91666 -3.76233 -1.08990 0.49
C -5.60562 -3.34060 -1.19091 -1.20
C -4.47718 -3.64623 -0.19196 0.79
O -3.26149 -3.52472 -0.40507 -0.65
N -4.97462 -4.11905 0.96459 -0.14
C -4.20334 -4.48637 2.16336 -0.91
C -4.06665 -3.35779 3.17134 0.59
C -4.39021 -3.46721 4.54187 -0.71
C -4.18654 -2.37255 5.37283 -0.41
C -3.63579 -1.17496 4.88396 -0.71
C -3.27869 -1.21725 3.54033 0.02
N -3.56920 -2.22463 2.73000 -0.07
H -6.49714 -3.08501 -0.70114 0.41
H -5.78821 -4.15097 -1.87848 0.29
H -5.31547 -2.49360 -1.86740 0.30
H -5.97063 -4.26992 1.03251 0.24
H -3.24074 -4.76063 1.81192 0.24
H -4.57886 -5.38080 2.69518 0.42
H -4.84272 -4.36575 4.96332 0.39
H -4.44241 -2.40870 6.44668 0.37
H -3.51153 -0.31651 5.47457 0.55
H -2.84408 -0.34684 3.05179 0.15
C 0.08074 1.51717 -1.80332 0.41
C 1.12886 2.60136 -1.75665 -1.53
P 1.96768 2.60862 -0.10454 0.11
C 2.82087 0.93337 -0.07930 0.31
C 2.88349 0.21619 1.13737 -0.64
C 3.41536 -1.07175 1.14674 -0.51
C 3.84676 -1.62680 -0.07245 -0.59
C 3.64517 -0.99607 -1.29039 -1.17
C 3.08031 0.27996 -1.27715 0.51
C 3.34410 3.80289 -0.50183 0.50
C 2.91122 5.13097 -0.61090 -0.39
C 3.78448 6.14638 -0.84133 -0.66
C 5.11455 5.84160 -0.96173 -0.44
C 5.54423 4.54997 -0.91301 -0.61
C 4.66894 3.48786 -0.72119 -0.30
P -0.96078 1.34352 -3.30075 -0.48
C -1.73084 2.99292 -3.21395 0.85
C -1.92437 3.77996 -2.08419 -0.21
C -2.69935 4.91812 -2.11153 -0.85
C -3.40887 5.25947 -3.24122 -0.51
C -3.17902 4.54181 -4.40772 -0.60
C -2.40011 3.40106 -4.37661 -0.44
C 0.37782 1.52703 -4.53063 0.48
C 0.84216 2.70765 -5.11619 -0.01
C 1.94408 2.70717 -5.95965 -0.77
C 2.63829 1.49537 -6.24907 -0.55
C 2.19640 0.35097 -5.60627 -0.56
C 1.13911 0.35740 -4.81153 -0.45
H -0.65075 1.53498 -0.96611 -0.53
H 0.53369 0.57340 -1.49407 0.26
H 0.77869 3.58699 -1.93085 1.23
H 1.85211 2.43440 -2.53512 0.47
H 2.48807 0.64136 2.05881 0.41
H 3.52861 -1.65779 2.05632 0.45
H 4.28801 -2.62687 -0.09993 0.42
H 4.05531 -1.40568 -2.20843 0.48
H 2.94295 0.75556 -2.25822 0.39
H 1.85522 5.38224 -0.40357 0.26
H 3.46088 7.17606 -0.93734 0.40
H 5.81938 6.66382 -1.05197 0.36
H 6.59864 4.33745 -1.03542 0.39
H 5.01430 2.42765 -0.66780 0.28
H -1.41605 3.53787 -1.19036 0.35
H -2.79188 5.51158 -1.21718 0.39
H -4.22236 5.95928 -3.24793 0.40
H -3.76553 4.81512 -5.30273 0.33
H -2.32868 2.79740 -5.32754 0.30
H 0.32740 3.64199 -4.99489 0.40
H 2.29299 3.57149 -6.44938 0.48
H 3.44924 1.47384 -6.94710 0.44
H 2.72715 -0.59243 -5.68513 0.38
H 0.80401 -0.54710 -4.27874 0.37
C -3.19892 2.52195 2.17772 -1.19
C -1.79735 2.08027 1.89077 0.77
N -0.75595 2.86841 2.19644 -0.26
O -1.64058 0.98400 1.29041 -0.53
H -3.39481 3.08567 3.14323 0.37
H -3.80952 1.61708 2.21137 0.28
H -3.62164 3.09694 1.37112 0.28
H -0.91508 3.76090 2.62052 0.22
H 0.15063 2.66637 1.82603 0.07

No. 2
100
Properties=species:S:1:pos:R:3:mulliken_charge:R:1 method="wB97M-V/def2-TZVPD" gap_ha="0.1813 / 0.1595" e_lumo_ev="2.35 / 2.35" energy_ev=-150215.22849 max_force_ev_per_a=5.7 s_squared=8.830 multiplicity=6 charge=-1 de_lowest_ev=5.5262
Fe -0.93821 0.92531 -1.36832 0.11
N 0.01144 3.63972 2.76272 -0.44
N 0.96688 1.66587 -3.15693 -0.44
C -2.57028 -0.63714 -1.73297 1.21
C -3.17794 0.65292 -1.54664 0.56
C -3.06217 0.99284 -0.14992 0.95
C -3.65988 2.11381 0.45158 -1.62
H -3.92921 2.96535 -0.17583 0.23
H -2.45510 2.95754 1.32481 0.01
H -4.16689 2.00073 1.41136 0.36
C -2.27312 -0.04268 0.49398 1.16
C -1.95937 -0.09288 1.93478 -0.97
H -2.85293 0.02268 2.55782 0.42
H -1.27443 0.72297 2.18151 -0.79
H -1.45611 -1.02120 2.21539 0.44
C -1.96001 -1.02577 -0.48094 0.03
C -1.34746 -2.34558 -0.17435 -1.48
H -0.42936 -2.23137 0.41962 0.00
H -1.09874 -2.91905 -1.07516 0.38
H -2.03856 -2.96256 0.42121 0.31
C -4.14841 1.32578 -2.44187 -1.92
H -5.16169 0.96005 -2.21225 0.28
H -3.94745 1.11367 -3.49748 0.38
H -4.16659 2.41773 -2.32936 0.40
C -2.99230 -1.57656 -2.79575 -1.78
H -2.51924 -2.55972 -2.70982 0.39
H -2.78130 -1.18625 -3.79771 0.04
H -4.07910 -1.74211 -2.72451 0.38
C 1.14167 4.24110 3.00910 -0.51
H 1.02649 4.91721 3.87198 0.54
C 2.34066 3.92198 2.37413 -0.81
H 3.25975 4.26696 2.86326 0.36
C 2.28966 3.14059 1.17729 -0.40
H 3.28257 2.92829 0.71938 0.39
C 1.06810 2.69570 0.72566 -0.34
H 1.03101 2.27159 -0.34920 -0.22
C -0.08329 2.95956 1.63071 1.96
C -1.31506 2.98902 1.05855 -1.32
H -1.31035 2.98767 -0.03638 0.50
C 0.17105 0.63256 -3.30855 -0.52
C 0.62019 2.50507 -4.17423 -1.36
H 0.64237 3.59102 -4.14191 0.37
C 0.39060 1.62686 -5.28263 -0.04
H 0.54187 1.82129 -6.35053 0.76
N 0.10386 0.40073 -4.72575 0.40
C -0.46217 -0.75489 -5.21671 0.79
C -1.43630 -0.51616 -6.17356 0.89
C -1.87109 -1.66359 -6.82490 -1.25
H -2.53266 -1.56452 -7.68670 0.35
C -1.43250 -2.92157 -6.38205 1.12
C -1.83903 -4.12132 -7.19350 -1.44
H -1.82176 -5.01472 -6.55635 0.38
H -1.12620 -4.25287 -8.02373 0.26
H -2.84194 -3.95012 -7.60956 0.37
C -0.58773 -3.10065 -5.26153 -1.30
H -0.28701 -4.11994 -4.96444 0.27
C -0.12578 -1.95621 -4.58789 1.39
C 0.72303 -2.02179 -3.36931 -1.19
H 1.75213 -1.71128 -3.57734 0.37
H 0.77858 -3.03887 -2.94360 0.30
H 0.35330 -1.37370 -2.56044 -0.08
C -1.97606 0.84332 -6.39651 -1.51
H -1.24017 1.57183 -6.75515 0.36
H -2.45496 1.28749 -5.50582 0.09
H -2.74591 0.82259 -7.17919 0.39
O 1.04999 0.02020 1.71277 0.38
As 1.71106 -0.23322 3.23564 0.81
C 3.64283 -0.21968 3.00965 0.17
C 4.15126 -0.15403 1.70877 -0.40
C 5.53763 -0.10119 1.51528 -0.60
C 6.40008 -0.09766 2.61828 -0.40
C 5.88388 -0.21871 3.91438 -0.66
C 4.49956 -0.31083 4.11275 -0.32
C 1.12807 1.17079 4.46440 0.58
C 2.07248 2.05819 4.98920 -0.71
C 1.65105 3.10910 5.81366 -0.75
C 0.29435 3.26897 6.11423 -0.53
C -0.64221 2.36488 5.60559 -0.80
C -0.22438 1.30072 4.79890 0.09
C 1.15949 -2.00810 3.80303 0.26
C 1.41723 -3.08382 2.94416 -0.50
C 1.06755 -4.38010 3.34305 -0.70
C 0.42189 -4.58394 4.56816 -0.40
C 0.13374 -3.49546 5.40095 -0.64
C 0.51317 -2.19899 5.02747 -0.18
H 3.45443 -0.13554 0.86965 0.36
H 5.93515 -0.06022 0.49999 0.39
H 7.47739 -0.00916 2.46697 0.37
H 6.55469 -0.23968 4.77511 0.36
H 4.08494 -0.44514 5.11313 0.40
H 3.12418 1.94997 4.71895 0.37
H 2.38968 3.81727 6.19738 0.35
H -0.03616 4.10005 6.74121 0.34
H -1.70529 2.48407 5.82863 0.38
H -0.95004 0.56874 4.43771 0.30
H 1.88040 -2.89880 1.97304 0.30
H 1.29905 -5.22542 2.69336 0.36
H 0.13979 -5.59445 4.86829 0.36
H -0.38654 -3.65100 6.34713 0.38
H 0.31016 -1.34215 5.67158 0.36

No. 3
108
Properties=species:S:1:pos:R:3:mulliken_charge:R:1 method="wB97M-V/def2-TZVPD" gap_ha=0.2456 e_lumo_ev=-8.80 energy_ev=-208171.49641 max_force_ev_per_a=1.2 charge=+3 de_lowest_ev=0.0000
Ti -0.01030 -0.11260 -0.04727 -0.35
C -1.48462 -0.46208 -6.79364 -1.56
C -0.91269 -0.09541 -5.45423 -0.01
C -0.58467 1.21493 -5.12343 -1.26
C -0.10295 1.53998 -3.86650 -0.48
C 0.09699 0.57348 -2.88182 0.81
N 0.49769 0.91415 -1.55042 1.81
C 1.35252 2.07118 -1.44335 -0.61
C 0.86416 3.37381 -1.47660 0.27
C 1.72276 4.46274 -1.52261 -1.17
C 3.10473 4.28906 -1.53752 0.24
C 4.04121 5.46215 -1.59295 -1.60
C 3.59479 2.98744 -1.47004 -0.31
C 2.73449 1.90356 -1.42029 -0.66
N 3.25726 0.59631 -1.32013 -0.18
C 4.37663 0.10197 -1.89633 -0.37
C 4.54483 -1.17582 -1.42818 -1.63
C 3.46508 -1.37121 -0.55817 -0.37
N 2.68414 -0.30074 -0.48180 1.46
C -0.12398 -0.75785 -3.25911 0.01
C -0.66721 -1.07179 -4.49620 -0.61
N 0.27137 -1.87425 -2.44362 0.46
C 0.65681 -3.07604 -2.90080 -0.23
C 1.02927 -3.85749 -1.82735 -2.11
C 0.86698 -3.03598 -0.72859 -1.28
N 0.40865 -1.82901 -1.09271 1.52
H -1.64817 0.41922 -7.40957 0.41
H -0.81117 -1.12867 -7.33347 0.35
H -2.43749 -0.98107 -6.68249 0.36
H -0.72075 2.00193 -5.85409 0.46
H 0.12550 2.57401 -3.65348 0.52
H -0.20159 3.55182 -1.52837 0.39
H 1.31007 5.46259 -1.57261 0.47
H 3.50564 6.38735 -1.79293 0.42
H 4.57199 5.57822 -0.64657 0.33
H 4.79073 5.32551 -2.37202 0.37
H 4.66423 2.81760 -1.42762 0.65
H 4.94819 0.68440 -2.59941 0.54
H 5.32709 -1.86887 -1.68240 0.51
H 3.23438 -2.25990 0.00718 0.46
H -0.90673 -2.10251 -4.72488 0.71
H 0.67749 -3.28917 -3.95496 0.66
H 1.38875 -4.87109 -1.85244 0.63
H 1.06987 -3.24454 0.30579 0.78
C -2.36241 1.90821 -1.22153 -1.32
N -1.67740 1.90649 0.07693 -0.02
C -2.60964 1.82188 1.21154 -1.69
C -2.39789 0.55069 1.95804 -0.15
N -1.57110 -0.39181 1.56527 1.43
C -1.81579 -1.47466 2.42913 -0.33
C -1.37951 -2.79187 2.38121 -0.32
C -1.81772 -3.65424 3.36600 -1.26
C -2.69432 -3.22480 4.37564 -0.75
C -3.19025 -1.93682 4.39635 -1.17
C -2.74319 -1.08897 3.39144 0.64
N -3.09221 0.21377 3.05410 0.06
C -2.72524 0.49944 -1.50420 -0.06
N -1.98517 -0.50103 -1.07109 1.30
C -2.69664 -1.67059 -1.41064 -0.05
C -2.46981 -3.02127 -1.14289 -0.01
C -3.37994 -3.93600 -1.63092 -1.49
C -4.51008 -3.53925 -2.36422 -0.75
C -4.76847 -2.20859 -2.60986 -1.29
C -3.84364 -1.29804 -2.11163 0.93
N -3.83507 0.09093 -2.13264 0.04
H -1.67295 2.25880 -1.98600 0.29
H -3.24179 2.55929 -1.24079 0.70
H -1.13737 2.75965 0.15606 -0.01
H -3.64657 1.84979 0.86373 0.62
H -2.49924 2.67407 1.88486 0.63
H -0.75755 -3.14202 1.57116 0.69
H -1.50366 -4.68953 3.35023 0.57
H -3.01762 -3.92993 5.12884 0.47
H -3.90364 -1.61701 5.14357 0.55
H -3.78041 0.78734 3.51692 0.29
H -1.62629 -3.35711 -0.56299 0.54
H -3.22659 -4.98870 -1.43599 0.53
H -5.19819 -4.29036 -2.72623 0.47
H -5.64864 -1.89175 -3.15258 0.53
H -4.52437 0.68957 -2.56051 0.32
C 3.48722 -0.89863 2.76851 -1.35
As 1.62868 -1.32015 2.33923 1.58
C 1.73932 -3.19847 2.86733 -1.57
C 0.81353 -0.35447 3.80463 0.09
C 0.57655 -0.88825 5.06357 -1.09
C 0.04328 -0.08986 6.06762 -1.01
C -0.24176 1.24329 5.81783 -0.94
C 0.00359 1.78586 4.56202 -0.95
C 0.53028 0.98936 3.54916 0.06
As 0.87008 1.70820 1.76769 2.53
C 0.16429 3.50832 1.95185 -1.69
C 2.73331 2.25183 1.74205 -1.73
H 3.71710 -1.47833 3.66223 0.53
H 3.59769 0.15129 3.00460 0.39
H 4.16400 -1.17514 1.96570 0.44
H 1.44406 -3.30291 3.90861 0.39
H 2.78176 -3.49554 2.76420 0.55
H 1.11900 -3.85990 2.27304 0.43
H 0.80114 -1.92342 5.28369 0.34
H -0.13753 -0.50938 7.04827 0.50
H -0.64440 1.86922 6.60296 0.48
H -0.21224 2.83354 4.40088 0.45
H -0.87354 3.53956 2.27085 0.36
H 0.30075 4.04714 1.01564 0.42
H 0.77578 3.99220 2.71283 0.58
H 3.03295 2.45770 2.76902 0.59
H 2.79329 3.16586 1.15276 0.54
H 3.37018 1.49816 1.29488 0.35

No. 4
110
Properties=species:S:1:pos:R:3:mulliken_charge:R:1 method="wB97M-V/def2-TZVPD" gap_ha="0.1721 / 0.2265" e_lumo_ev="3.89 / 3.89" energy_ev=-208613.49246 max_force_ev_per_a=0.8 s_squared=6.075 multiplicity=5 charge=-2 de_lowest_ev=0.0000
Cr 0.44791 0.69605 -0.40325 -0.43
C 2.78368 2.67387 -0.86512 -1.09
O 1.72306 2.36160 0.03534 1.38
C 1.95383 2.44280 1.40045 0.41
C 2.96470 3.19330 1.95364 -0.29
C 3.08043 3.28470 3.34451 -0.94
C 2.16455 2.62452 4.14596 -0.79
C 1.15388 1.85217 3.58637 -0.75
C 1.04293 1.71738 2.19896 -0.31
N 0.14683 0.90393 1.54608 1.93
N -0.72446 0.28750 2.32673 -1.05
C -1.61315 -0.58164 1.79988 -0.40
C -1.68342 -1.03656 0.44991 0.49
O -0.83851 -0.69553 -0.49412 -0.20
C -2.68617 -1.96393 0.08971 -0.85
C -3.58530 -2.47767 0.98524 -1.11
C -3.53513 -2.08193 2.34488 1.05
C -4.44200 -2.59578 3.30128 -1.02
C -4.38935 -2.21151 4.61284 -0.40
C -3.40122 -1.29415 5.02513 -0.85
C -2.50956 -0.78341 4.11870 -0.38
C -2.55245 -1.14556 2.75134 0.76
H 3.59255 1.95180 -0.74225 -0.08
H 3.13119 3.69272 -0.69962 0.44
H 2.35313 2.58249 -1.85943 0.26
H 3.66579 3.72079 1.32274 0.38
H 3.87924 3.87297 3.77769 0.37
H 2.24494 2.69275 5.22486 0.38
H 0.44495 1.31843 4.20183 0.30
H -2.70246 -2.26137 -0.95340 0.46
H -4.33974 -3.18793 0.66345 0.32
H -5.18699 -3.31295 2.97116 0.36
H -5.09881 -2.60930 5.32936 0.36
H -3.34564 -0.99138 6.06437 0.40
H -1.74468 -0.08559 4.42866 0.36
C -2.01134 5.82932 -1.54038 -1.10
Si -1.08940 4.72636 -0.31298 0.67
C 0.67273 5.40017 -0.30810 -0.95
C -1.77651 5.12283 1.39600 -1.17
Se -1.42187 2.60940 -0.86674 -0.45
H -1.82610 6.88873 -1.33206 0.31
H -3.08774 5.64858 -1.49543 0.28
H -1.68057 5.60975 -2.55813 0.22
H 0.62861 6.49114 -0.22163 0.51
H 1.19179 5.15567 -1.23733 0.20
H 1.25718 5.01327 0.52880 0.14
H -1.69571 6.19121 1.62592 0.32
H -1.22970 4.56146 2.15773 0.28
H -2.82630 4.82856 1.45746 0.29
Cl -0.24665 -2.96666 -7.99156 -0.24
C 0.98343 -1.73998 -8.06398 0.40
C 2.01818 -1.91134 -8.96534 -0.54
C 3.00865 -0.94775 -9.05398 -0.34
C 2.96689 0.15388 -8.21769 -0.74
C 1.93686 0.29898 -7.30136 0.99
Cl 2.04172 1.62420 -6.19593 -0.13
C 0.88662 -0.62762 -7.21503 -0.93
N -0.18896 -0.54547 -6.32511 -0.09
C -0.82622 0.67241 -6.04363 0.31
C -1.07642 1.56182 -7.08818 -0.30
C -1.69893 2.77562 -6.85245 -0.56
C -2.10358 3.10322 -5.56712 -1.02
C -1.89664 2.19622 -4.53600 -0.36
C -1.27398 0.97007 -4.74520 0.58
C -1.12059 0.01964 -3.57388 -0.82
C 0.33982 -0.26864 -3.18921 0.74
O 0.91377 -1.22743 -3.71017 -0.86
O 0.87224 0.55564 -2.37052 -0.67
H 2.03372 -2.79189 -9.59221 0.40
H 3.82141 -1.06509 -9.75873 0.35
H 3.75214 0.89699 -8.23568 0.41
H -0.00855 -1.12748 -5.49356 0.41
H -0.74833 1.29822 -8.08777 0.45
H -1.86353 3.46365 -7.67369 0.36
H -2.57729 4.05530 -5.36272 0.41
H -2.19719 2.44635 -3.52439 0.34
H -1.60055 -0.93802 -3.79537 0.45
H -1.61286 0.46273 -2.70997 0.04
C 5.48433 -2.70709 -0.23310 -0.92
Si 5.01014 -1.06298 0.51460 -0.22
C 5.34199 -1.08582 2.36273 -1.04
C 6.16669 0.23535 -0.21204 -1.08
C 3.29258 -0.62246 0.20827 0.19
C 2.11588 -0.34741 0.02276 0.60
H 6.54415 -2.92633 -0.06671 0.35
H 5.29307 -2.69333 -1.30843 0.29
H 4.87875 -3.50878 0.18669 0.21
H 6.41441 -1.09166 2.57954 0.31
H 4.88865 -1.95888 2.83731 0.29
H 4.90033 -0.19631 2.81956 0.29
H 7.19605 -0.13540 -0.20639 0.33
H 6.13646 1.16068 0.36974 0.28
H 5.89788 0.47709 -1.24277 0.32
C 0.32455 -3.43210 1.57618 -0.75
S 0.92050 -3.63046 -0.10944 0.96
O 2.37541 -3.93059 0.00899 -0.69
C 0.15551 -5.24934 -0.38730 -0.05
C -1.21908 -5.43960 -0.31104 -0.11
C -1.74488 -6.70621 -0.51529 -0.60
C -0.90444 -7.77392 -0.81080 -0.42
C 0.46399 -7.56830 -0.91122 -0.55
C 0.99810 -6.30293 -0.69881 -0.61
H 0.76004 -4.23424 2.17213 0.62
H -0.76373 -3.45450 1.59638 0.15
H 0.67913 -2.45606 1.90764 0.05
H -1.87528 -4.60342 -0.09760 0.24
H -2.81450 -6.86081 -0.44316 0.40
H -1.31867 -8.76355 -0.96147 0.35
H 1.11890 -8.39577 -1.15673 0.37
H 2.06216 -6.11012 -0.75424 0.42